[1]
DFT (wB97M-V/def2-TZVPD) results for an isolated molecule of C3H8OS at a distorted geometry.

Orbital gap in eV: 9.987
Relative energy (zero: lowest compared OMol25 entry of this formula, charge and spin) in kcal per mole: 35.0
Molecular weight in g/mol: 92.163
Total charge: 0
E_LUMO in eV: 0.965
SMILES: COCCS

Last column: Löwdin charge in e.
Geometry (Å):
C -2.045 -0.693 -0.112  -0.07
O -0.658 -0.407 0.196  -0.19
C 0.113 0.597 -0.314  -0.37
C 1.510 0.602 0.245  -0.61
S 2.694 -0.693 -0.177  0.70
H -2.147 -1.824 -0.088  0.10
H -2.912 -0.383 0.570  0.10
H -2.332 -0.233 -1.009  0.05
H 0.412 0.667 -1.392  0.12
H -0.260 1.624 0.049  0.14
H 1.451 0.633 1.338  0.07
H 1.950 1.620 -0.067  0.10
H 2.223 -1.511 0.762  -0.15



[2]
DFT (wB97M-V/def2-TZVPD) results for C25H50BCuN2O8PSSb as an isolated structure.

Spin multiplicity: 2
Expectation value of S²: 0.75
Orbital gap (spin up / spin down) in eV: 6.659 / 6.729
Relative energy (zero: lowest compared OMol25 entry of this formula, charge and spin) in kcal per mole: 39.3
Molecular weight in g/mol: 765.840
Total charge: -1
E_LUMO (spin up / spin down) in eV: 2.348 / 2.320

Last column: Löwdin charge in e.
Geometry (Å):
Cu -0.178 -0.344 -1.282  0.51
O 1.189 2.207 0.275  -0.24
S -0.357 1.947 0.329  0.38
O -0.928 3.073 1.026  -0.30
O -0.528 0.648 0.997  -0.34
O -0.833 1.817 -1.069  -0.41
C 0.968 -5.182 -0.126  -0.02
C 1.679 -3.891 0.264  -0.48
C 2.269 -4.014 1.657  0.00
O 0.685 -2.841 0.271  0.04
B 0.757 -2.141 -0.939  -0.51
O 1.811 -2.630 -1.691  0.07
C 2.672 -3.394 -0.823  -0.48
C 3.721 -2.435 -0.273  0.00
C 3.337 -4.493 -1.631  -0.01
H 0.147 -5.356 0.572  0.09
H 1.642 -6.039 -0.086  0.09
H 0.557 -5.107 -1.134  0.09
H 1.500 -4.362 2.349  0.09
H 2.639 -3.054 2.014  0.06
H 3.091 -4.734 1.664  0.09
H 3.268 -1.660 0.349  0.08
H 4.215 -1.934 -1.106  0.11
H 4.474 -2.959 0.320  0.09
H 2.605 -5.094 -2.168  0.08
H 3.927 -5.145 -0.982  0.09
H 4.009 -4.041 -2.362  0.09
C 5.253 -1.340 3.032  -0.08
C 4.841 0.103 3.287  -0.22
N 3.870 0.592 2.314  -0.06
C 2.615 1.085 2.875  -0.20
C 1.699 -0.038 3.343  -0.07
C 4.384 0.947 1.082  -0.41
O 5.605 0.902 0.913  0.01
C 3.486 1.276 -0.047  -0.10
C 4.056 1.777 -1.190  -0.03
C 3.361 1.774 -2.407  -0.09
C 2.188 1.040 -2.450  -0.13
N 1.620 0.503 -1.381  -0.03
C 2.075 0.904 -0.121  -0.28
H 5.970 -1.672 3.787  0.07
H 5.718 -1.424 2.050  0.06
H 4.383 -1.999 3.066  0.05
H 5.723 0.746 3.274  0.11
H 4.377 0.186 4.272  0.11
H 2.106 1.710 2.150  0.10
H 2.857 1.738 3.723  0.12
H 1.398 -0.669 2.505  0.06
H 0.787 0.379 3.774  0.08
H 2.186 -0.664 4.096  0.07
H 5.091 2.092 -1.149  0.11
H 3.793 2.171 -3.314  0.08
H 1.713 0.818 -3.401  0.12
H 1.747 0.205 0.642  0.10
C -6.440 4.235 -1.680  -0.21
C -5.523 3.656 -2.753  -0.48
Sb -3.630 2.705 -2.186  1.39
C -2.490 4.498 -1.789  -0.44
C -3.252 5.796 -1.552  -0.20
C -4.180 2.201 -0.149  -0.45
C -4.186 3.316 0.892  -0.18
H -7.387 4.585 -2.104  0.06
H -5.978 5.080 -1.170  0.04
H -6.681 3.490 -0.918  0.05
H -5.260 4.425 -3.487  0.03
H -6.056 2.882 -3.313  0.02
H -1.815 4.600 -2.641  0.04
H -1.866 4.241 -0.932  0.02
H -3.936 6.031 -2.371  0.05
H -2.562 6.640 -1.453  0.06
H -3.840 5.751 -0.634  0.04
H -3.451 1.436 0.132  0.01
H -5.163 1.721 -0.206  0.02
H -3.204 3.782 0.960  0.04
H -4.417 2.917 1.884  0.07
H -4.929 4.081 0.662  0.04
C -4.664 -1.517 -0.967  -0.16
P -2.898 -1.781 -0.746  0.58
C -2.563 -1.655 1.005  -0.15
C -2.614 -3.505 -1.186  -0.16
O -2.133 -0.827 -1.623  -0.39
H -5.245 -2.234 -0.385  0.05
H -4.906 -1.618 -2.026  0.06
H -4.904 -0.503 -0.648  0.03
H -3.232 -2.308 1.570  0.06
H -2.670 -0.618 1.322  0.05
H -1.524 -1.941 1.174  0.05
H -3.261 -4.164 -0.604  0.06
H -1.571 -3.740 -0.974  0.03
H -2.809 -3.643 -2.249  0.06



[3]
DFT (wB97M-V/def2-TZVPD) results for C40H50BN11O3PbS4 as an isolated structure at a distorted geometry.

Orbital gap in eV: 7.346
Relative energy (zero: lowest compared OMol25 entry of this formula, charge and spin) in kcal per mole: 40.6
Molecular weight in g/mol: 1079.194
Total charge: 0
E_LUMO in eV: -0.235

Last column: Löwdin charge in e.
Geometry (Å):
Pb 8.661 -15.979 -0.594  1.23
C 7.733 -21.320 2.350  -0.02
C 9.234 -21.656 2.129  -0.16
C 9.897 -22.871 2.145  0.06
C 11.272 -23.009 2.153  -0.16
N 12.006 -21.896 2.032  0.21
N 11.374 -20.783 1.991  -0.03
B 11.945 -19.324 1.878  -0.91
N 12.684 -18.940 3.169  -0.02
N 12.882 -19.876 4.136  0.18
C 13.608 -19.592 5.150  -0.22
C 14.247 -18.325 5.328  0.05
C 13.967 -17.291 4.437  -0.22
C 14.415 -15.898 4.481  -0.07
C 13.114 -17.647 3.247  -0.67
S 12.664 -16.609 2.047  0.74
C 14.007 -20.756 6.169  -0.53
C 15.080 -21.565 5.408  -0.04
C 14.519 -20.179 7.476  -0.07
C 12.836 -21.696 6.397  -0.06
N 12.841 -19.316 0.628  0.01
N 14.143 -19.370 1.078  0.18
C 15.071 -19.652 0.257  -0.23
C 14.859 -19.901 -1.126  0.05
C 13.637 -19.702 -1.630  -0.27
C 13.392 -19.746 -3.068  -0.10
C 12.545 -19.394 -0.675  -0.63
S 11.002 -19.507 -1.356  0.64
C 16.421 -19.846 0.857  -0.55
C 16.806 -21.267 1.177  -0.05
C 17.456 -19.278 -0.131  -0.04
C 16.474 -19.149 2.222  -0.05
C 10.047 -20.541 1.993  -0.43
S 10.047 -18.768 1.844  0.93
C 12.004 -24.370 2.387  -0.54
C 13.362 -24.308 1.770  -0.08
C 12.086 -24.719 3.879  -0.04
C 11.312 -25.554 1.643  -0.07
H 7.287 -20.771 1.510  0.04
H 7.604 -20.601 3.202  0.09
H 7.085 -22.170 2.635  0.08
H 9.221 -23.734 2.278  0.14
H 14.781 -18.074 6.248  0.11
H 13.651 -15.343 4.070  0.02
H 15.303 -15.897 3.887  0.09
H 14.637 -15.585 5.492  0.09
H 15.915 -20.907 5.068  0.09
H 14.566 -22.096 4.575  0.08
H 15.452 -22.324 6.073  0.07
H 15.555 -19.747 7.458  0.10
H 14.550 -21.055 8.143  0.09
H 13.808 -19.418 7.819  0.09
H 12.561 -22.071 5.453  0.03
H 12.048 -21.246 6.930  0.07
H 13.100 -22.523 7.092  0.10
H 15.687 -20.245 -1.784  0.13
H 14.330 -19.529 -3.567  0.09
H 12.665 -19.045 -3.290  0.02
H 12.909 -20.663 -3.436  0.10
H 16.760 -21.878 0.230  0.10
H 16.117 -21.740 1.811  0.05
H 17.858 -21.304 1.551  0.11
H 17.463 -19.734 -1.157  0.09
H 18.399 -19.506 0.307  0.06
H 17.458 -18.177 -0.109  0.10
H 15.967 -19.768 2.992  0.07
H 15.987 -18.166 2.225  0.08
H 17.504 -19.007 2.545  0.09
H 14.031 -23.711 2.364  0.07
H 13.238 -23.773 0.803  0.10
H 13.723 -25.303 1.563  0.08
H 12.497 -23.858 4.519  0.08
H 12.729 -25.638 4.117  0.12
H 11.086 -24.820 4.252  0.07
H 11.453 -25.615 0.542  0.09
H 10.275 -25.728 1.843  0.05
H 11.777 -26.562 1.919  0.11
N 6.615 -17.924 3.276  0.03
C 6.913 -17.520 1.989  -0.96
S 7.322 -15.882 1.856  0.52
N 6.696 -18.469 1.091  -0.03
N 7.033 -18.096 -0.182  -0.01
C 6.812 -19.000 -1.063  -0.18
C 6.210 -20.309 -0.697  -0.22
C 6.968 -21.409 -1.027  -0.04
C 6.469 -22.692 -0.685  -0.06
C 5.262 -22.805 0.012  -0.10
C 4.576 -21.677 0.425  -0.09
C 4.989 -20.399 0.012  -0.02
C 7.115 -18.630 -2.504  -0.23
C 6.473 -19.126 -3.573  -0.03
C 6.844 -18.777 -4.840  -0.06
C 7.846 -17.841 -4.962  -0.04
C 8.365 -17.283 -3.774  -0.13
N 7.983 -17.617 -2.568  -0.01
H 6.484 -17.199 4.001  0.09
H 6.044 -18.779 3.405  0.10
H 7.923 -21.294 -1.542  0.12
H 7.014 -23.555 -1.011  0.09
H 4.844 -23.759 0.316  0.10
H 3.762 -21.807 1.136  0.10
H 4.423 -19.502 0.328  0.13
H 5.800 -20.002 -3.375  0.14
H 6.284 -19.191 -5.741  0.14
H 8.165 -17.512 -5.935  0.10
H 9.033 -16.422 -3.820  0.11
O 6.664 -15.040 -1.679  -0.19
N 6.937 -13.784 -1.583  -0.56
O 6.169 -12.870 -1.775  0.08
O 8.158 -13.516 -1.245  -0.20



[4]
DFT (wB97M-V/def2-TZVPD) results for an isolated ion of composition C3H9N4S and charge +1 at a distorted geometry.

Orbital gap in eV: 9.903
Relative energy (zero: lowest compared OMol25 entry of this formula, charge and spin) in kcal per mole: 88.0
Molecular weight in g/mol: 133.200
Total charge: +1
E_LUMO in eV: -4.369

Last column: Löwdin charge in e.
Geometry (Å):
C 1.064 -0.088 -1.326  -0.18
C -1.284 -0.699 -0.541  -0.63
C 0.600 0.906 1.012  -0.05
N 0.033 -0.408 -2.258  0.07
N -1.044 -0.579 -1.854  0.03
N -2.096 0.163 0.154  0.11
N 0.581 -0.147 0.010  -0.09
S -1.340 -2.597 -0.043  0.78
H 1.903 -0.933 -1.478  0.20
H 1.528 0.876 -1.610  0.15
H 1.505 1.378 1.059  0.06
H -0.185 1.758 1.145  0.13
H 0.458 0.349 1.956  0.11
H -2.421 -0.352 0.985  0.11
H -2.691 0.906 -0.290  0.16
H 0.793 -1.004 0.533  0.12
H -2.259 -2.821 -1.047  -0.09



- Which formula does entry 3 have?
  C40H50BN11O3PbS4



- The highest total charge belongs to which entry?
  C3H9N4S



- Among the records above, which one has the lowest total charge?
  C25H50BCuN2O8PSSb



- The highest molecular weight belongs to which entry?
  C40H50BN11O3PbS4